The following is a DFT calculation (wB97M-V/def2-TZVPD) of a structure of composition C4H4O2.

Structure (XYZ):
```
10
Properties=species:S:1:pos:R:3:mulliken_charge:R:1
O -1.140 1.769 0.503 -0.5694
C -1.053 0.488 0.347 0.6909
O -0.649 -0.225 1.417 -0.3468
C 0.569 0.122 0.583 -0.3853
C 0.651 -1.078 -0.317 -0.4109
C -0.346 -0.053 -0.766 -0.1970
H 0.135 1.568 0.695 0.4738
H 1.516 -1.142 -0.969 0.2412
H 0.303 -2.024 0.089 0.2663
H -0.197 0.582 -1.631 0.2373
```

Computed properties:
ΔE to the lowest compared entry with this formula, charge and spin in kJ/mol: 546.1
E in eV: -8301.417
Multiplicity: 1
Total charge: 0
Lowest unoccupied orbital energy in eV: 0.6